[1]
Molecular formula: C4H12N2S
Method: DFT, ωB97M-V with the def2-TZVPD basis set

Structure (XYZ):
```
19
Properties=species:S:1:pos:R:3:forces:R:3:mulliken_charge:R:1
C 0.05818 1.26284 1.08181 0.7 2.2 -1.2 -1.775
C -1.29177 -0.03321 -0.65422 1.0 0.3 1.7 -1.689
C -0.07333 -1.27124 1.35004 1.9 1.4 -0.1 -1.325
C -0.10129 -0.05789 0.36392 -0.4 -0.4 -0.2 1.384
N 1.66656 -1.52020 -1.15008 -3.1 0.0 2.6 -0.646
N 1.22887 1.20611 -2.03287 0.8 -2.5 3.5 -0.643
S 1.38512 -0.07348 -0.78146 -0.2 2.0 -5.2 0.406
H -0.14991 2.14554 0.36205 -0.1 -1.4 1.3 0.387
H -0.56869 1.22684 1.95308 -0.5 0.5 0.3 0.495
H 1.08796 1.51850 1.44032 -0.6 -0.7 -0.1 0.404
H -1.50414 -1.02512 -0.97827 -0.5 -0.7 -0.1 0.447
H -0.98653 0.55882 -1.47116 0.4 0.7 -1.2 0.482
H -2.12150 0.52618 -0.23427 -0.3 -0.4 0.3 0.401
H 0.20128 -0.92799 2.37820 -0.6 -0.3 -0.7 0.326
H -0.87115 -1.98195 1.34118 -0.9 0.1 -0.1 0.346
H 0.78780 -1.81069 0.99492 0.4 -0.8 0.2 0.386
H 2.35837 -1.71622 -1.77189 2.4 -0.3 -2.2 0.209
H 0.82948 0.78129 -2.88734 0.1 -0.5 0.8 0.217
H 2.47222 0.36928 -0.12009 -0.4 0.9 0.5 0.189
```
Positions in Å, forces in eV/Å.

Computed properties:
**DFT total energy**: -18153.528 eV
**Total charge**: 0
**E_HOMO**: -8.3829 eV
**Kohn-Sham gap**: 8.96 eV

---

[2]
Molecular formula: CH2NOS3
Method: DFT, ωB97M-V with the def2-TZVPD basis set

Structure (XYZ):
```
8
Properties=species:S:1:pos:R:3:forces:R:3:mulliken_charge:R:1
C -0.51486 -0.30659 -0.07403 2.8 4.5 -0.4 0.298
N -1.50444 0.53596 -0.13564 -0.8 -0.4 0.7 0.067
O -1.24817 1.91096 0.02697 1.9 -1.5 0.2 -0.365
S -3.16464 0.12900 -0.03937 -0.1 -0.3 -0.2 -0.526
S -0.57771 -1.97399 0.01098 -1.7 -1.4 0.0 -0.198
S 1.25538 0.47691 -0.07635 -2.5 -1.1 0.2 -0.659
H 0.71309 -1.85957 0.00358 1.5 -0.8 0.1 0.099
H -0.24220 1.78770 0.26952 -1.1 1.0 -0.5 0.285
```
Positions in Å, forces in eV/Å.

Computed properties:
**DFT total energy**: -37111.936 eV
**Total charge**: -1
**E_HOMO**: -3.5245 eV
**Kohn-Sham gap**: 6.71 eV

---

[3]
Molecular formula: C54H57F9O6
Method: DFT, ωB97M-V with the def2-TZVPD basis set

Structure (XYZ):
```
126
Properties=species:S:1:pos:R:3:forces:R:3:mulliken_charge:R:1
C -12.23598 19.76585 -16.82948 -0.3 -0.6 -0.6 -0.469
C -13.00360 20.53125 -15.97033 -0.6 0.3 -0.3 -0.380
C -14.37078 20.28554 -15.91460 -0.2 -0.4 0.1 -0.337
C -14.95705 19.28464 -16.68169 -0.3 1.1 0.7 -0.249
C -14.20295 18.48240 -17.49680 -0.1 -0.1 0.7 -0.458
C -12.83488 18.71434 -17.53982 0.1 -0.1 -0.4 -0.312
H -11.19727 19.97638 -17.03721 0.1 0.0 0.3 0.382
H -12.62951 21.40100 -15.45072 0.4 -0.1 0.2 0.428
H -15.03388 20.82687 -15.25607 0.2 0.4 0.1 0.338
H -16.03524 19.23217 -16.64779 -0.1 -0.4 0.0 0.337
H -14.76077 17.67270 -17.94358 0.6 -0.2 -0.6 0.362
H -12.24716 18.08982 -18.19630 0.3 0.0 0.0 0.358
C -1.22667 13.34467 -9.59437 1.8 1.3 1.8 -0.219
C -1.85366 12.47277 -10.40689 0.1 -1.0 -1.8 -0.554
C -1.14584 11.35454 -10.86885 -0.1 0.3 0.3 -0.266
C 0.12147 11.11310 -10.37846 0.0 -1.0 -0.3 -0.356
C 0.70364 11.91086 -9.41118 0.3 0.9 -0.1 -0.378
C 0.07749 13.08652 -9.06324 -1.4 0.1 -0.7 -0.391
H -1.67993 14.29789 -9.36560 -0.1 0.1 0.1 0.368
H -2.75866 12.74226 -10.93106 -0.4 0.0 0.4 0.366
H -1.57881 10.72970 -11.63599 0.0 -0.1 0.0 0.384
H 0.70334 10.29858 -10.78389 -0.1 -0.3 0.0 0.342
H 1.70556 11.74081 -9.04564 0.1 -0.3 -0.1 0.343
H 0.61100 13.84313 -8.50707 -0.2 0.0 0.3 0.361
C -12.10310 9.26213 -20.66161 -0.8 -0.5 -0.5 -0.332
C -11.73740 8.36752 -19.67872 0.2 0.3 0.8 -0.459
C -10.96553 8.85381 -18.62068 0.8 1.0 -0.7 -0.447
C -10.50823 10.19545 -18.65927 -0.3 -0.6 -0.2 -0.323
C -10.83114 11.05308 -19.71398 -0.1 -0.6 0.5 -0.616
C -11.66807 10.55676 -20.69893 0.2 0.6 -0.3 -0.262
H -12.81060 8.98610 -21.42950 0.1 -0.4 -0.1 0.351
H -12.08601 7.34799 -19.75233 0.1 -0.1 0.3 0.388
H -10.55491 8.24601 -17.82798 -0.4 -0.3 0.1 0.394
H -9.87325 10.53569 -17.85463 0.1 0.1 0.1 0.483
H -10.46157 12.06746 -19.74301 0.0 0.1 0.0 0.446
H -11.99430 11.13134 -21.55323 0.1 0.4 0.1 0.381
C -0.39166 10.86608 -18.48023 1.3 1.6 0.5 -0.585
C -0.59022 12.23449 -18.18597 0.0 0.1 0.0 -0.076
C -0.32311 12.79415 -16.92445 -1.0 -1.4 -1.0 -0.700
C 0.11999 11.93191 -15.93536 0.7 -0.7 0.2 -0.138
C 0.47118 10.60197 -16.20455 -1.1 0.0 -1.8 -0.608
C 0.21487 10.07447 -17.53073 0.0 0.5 1.8 -0.076
H -0.37785 10.48109 -19.48918 -0.7 0.2 -0.2 0.333
H -0.93733 12.89556 -18.96629 -0.2 0.0 -0.1 0.373
H -0.63251 13.80194 -16.68988 0.3 0.1 -0.1 0.382
H 0.26195 12.30232 -14.93084 0.0 0.0 0.1 0.392
H 0.83105 10.00753 -15.37779 0.2 -0.3 -0.2 0.358
H 0.43672 9.07798 -17.88315 0.3 -0.3 0.7 0.344
C -11.30008 11.04291 -8.82747 0.8 1.4 1.6 -0.131
C -12.11966 9.95996 -8.90573 0.2 -0.4 -1.8 -0.531
C -12.76957 9.76372 -10.14000 0.3 -0.8 0.6 -0.227
C -12.62719 10.64871 -11.19319 1.1 1.5 0.4 -0.420
C -11.77939 11.79636 -11.04821 -0.9 -1.2 1.2 -0.299
C -11.15697 12.01753 -9.79462 -0.8 -0.4 -2.5 -0.557
H -10.73483 11.19768 -7.92031 0.1 0.0 0.3 0.304
H -12.03659 9.21050 -8.13255 -0.5 -0.1 0.0 0.339
H -13.23261 8.79930 -10.28792 -0.6 0.1 -0.1 0.320
H -13.14712 10.50961 -12.12953 0.1 -0.2 -0.1 0.412
H -11.65912 12.45035 -11.89923 0.1 0.2 0.1 0.422
H -10.55618 12.90755 -9.67919 0.2 -0.1 0.3 0.368
C -2.42585 18.78975 -10.75809 -0.1 -0.6 -0.5 -0.317
C -1.24115 18.48072 -11.42005 0.0 -0.1 -0.5 -0.423
C -1.23752 18.02705 -12.75120 -0.4 0.1 0.7 -0.320
C -2.46216 17.76730 -13.41157 2.3 0.4 1.2 -0.527
C -3.60511 17.94711 -12.68822 -1.2 0.4 0.3 -0.248
C -3.62517 18.47972 -11.36823 0.1 -0.3 -1.1 -0.491
H -2.37465 19.20695 -9.76324 -0.1 -0.1 0.1 0.364
H -0.36839 18.57604 -10.79108 0.5 0.1 -0.6 0.351
H -0.30648 17.85707 -13.27145 0.1 -0.1 0.1 0.363
H -2.40992 17.40840 -14.42885 -0.4 0.0 0.0 0.430
H -4.49288 17.70112 -13.25192 -0.6 0.1 0.5 0.404
H -4.54760 18.63657 -10.82886 -0.2 0.0 -0.2 0.415
C -9.19243 23.76431 -13.46797 -1.0 -0.5 1.4 -0.344
C -8.13645 22.86087 -13.49711 -0.8 0.8 -1.2 -0.347
C -7.97306 21.92400 -12.51374 -0.8 -0.6 0.9 -0.361
C -8.91271 21.87344 -11.46196 1.6 0.4 0.1 -0.322
C -9.88009 22.85847 -11.32461 -0.5 -1.0 -0.6 -0.508
C -10.10974 23.71518 -12.37944 1.2 1.0 -1.0 -0.322
H -9.28901 24.45959 -14.28873 -0.3 0.1 0.0 0.369
H -7.60614 22.87689 -14.43781 0.8 -0.2 0.3 0.310
H -7.16165 21.21240 -12.55444 0.0 -0.1 0.0 0.447
H -8.75067 21.13677 -10.68901 -0.2 -0.1 0.1 0.358
H -10.56797 22.85037 -10.49205 0.0 0.0 0.1 0.344
H -10.93857 24.40487 -12.31802 0.0 0.1 -0.1 0.379
C -4.58099 11.55927 -21.74369 0.3 0.6 1.9 -1.015
C -5.75974 12.29206 -21.06071 -1.3 -2.3 -2.8 -0.254
O -5.50333 13.47172 -20.40765 1.0 2.9 1.8 -0.277
C -5.67317 14.70790 -20.92299 -0.8 -1.6 -3.3 0.348
O -6.02766 14.89942 -22.08433 0.7 -0.1 2.6 -0.527
C -5.39243 15.93564 -20.00686 0.0 -1.3 -0.4 0.858
F -6.53721 16.57908 -19.85833 -0.4 0.2 0.7 -0.240
F -4.84692 15.61986 -18.81823 -0.4 0.3 -0.5 -0.214
F -4.58547 16.73113 -20.67673 0.8 0.4 0.0 -0.247
H -4.03449 12.13178 -22.49314 -0.3 0.0 0.0 0.306
H -4.90252 10.58419 -22.10964 -0.1 0.2 -0.2 0.368
H -3.93663 11.37333 -20.88442 0.7 -0.3 -0.3 0.209
H -6.23025 11.62247 -20.34073 0.3 0.1 0.3 0.347
H -6.50242 12.35615 -21.85595 -0.3 0.9 0.1 0.333
C -14.77624 12.46031 -16.15882 -1.8 -0.6 -0.2 -1.166
C -15.41287 11.20102 -16.86403 1.4 0.6 1.1 -0.172
O -16.61689 10.88101 -16.11235 -2.1 -0.7 0.1 -0.229
C -17.64109 10.05362 -16.58876 2.8 1.5 -2.3 0.367
O -17.59466 9.59457 -17.70381 -0.6 -0.1 1.4 -0.504
C -18.87016 9.92651 -15.65093 0.2 0.2 -1.0 0.848
F -19.97542 9.63615 -16.30266 -0.7 0.3 -1.4 -0.247
F -18.73769 8.91496 -14.83822 1.0 -0.7 1.8 -0.244
F -19.07670 11.07557 -15.04021 0.1 0.4 0.9 -0.232
H -14.93630 12.38492 -15.08328 0.5 -0.3 0.1 0.323
H -15.40059 13.31946 -16.40410 0.2 0.2 -0.4 0.317
H -13.73643 12.63846 -16.43297 -0.2 -0.2 0.0 0.374
H -14.71896 10.37189 -16.72572 -0.2 -0.2 -0.2 0.261
H -15.47789 11.41785 -17.93027 -0.9 -0.3 0.1 0.301
C -6.19408 12.90619 -15.26458 -1.4 0.6 -0.8 -1.149
C -7.12756 12.93275 -14.05232 2.3 -0.5 -0.6 -0.218
O -7.40101 14.28907 -13.67218 -2.4 1.5 -0.2 -0.234
C -8.45958 15.00972 -14.26317 0.4 -2.8 -0.1 0.371
O -9.05854 14.68451 -15.26292 1.0 0.6 1.5 -0.513
C -8.90935 16.25648 -13.42749 1.6 0.3 -0.7 0.797
F -8.81539 17.28756 -14.27849 0.2 0.4 0.1 -0.246
F -10.15280 16.21064 -13.03172 -0.7 -0.6 0.4 -0.235
F -8.11337 16.48291 -12.36822 -0.3 -0.1 -0.4 -0.235
H -5.32511 13.56401 -15.24786 0.1 -0.3 0.6 0.338
H -6.82430 13.33742 -16.04237 0.2 -0.3 -0.6 0.275
H -5.93721 11.87959 -15.52573 0.1 0.1 0.0 0.392
H -6.50950 12.49312 -13.26948 -0.6 0.4 0.7 0.328
H -7.95736 12.25226 -14.24331 -0.5 0.7 0.1 0.325
```
Positions in Å, forces in eV/Å.

Computed properties:
**DFT total energy**: -93661.739 eV
**Total charge**: 0
**E_HOMO**: -9.2033 eV
**Kohn-Sham gap**: 9.31 eV